1.
Computed, not measured: a molecular structure, C2H41N2O17, with ωB97M-V/def2-TZVPD.

## Properties
energy above the lowest of the compared OMol25 structures with the same formula, charge and spin = 674.9 kJ/mol
lowest unoccupied orbital energy = -0.09138 Eh
frontier orbital gap = 9.73 eV
2S+1 = 1
highest occupied orbital energy = -12.2 eV
total charge = +1

Each line ends with the Mulliken charge.
Positions of all 62 atoms, in Å:
C1 0.06644 -0.41479 0.13692  0.2619
N1 -2.96452 -0.99471 -1.76874  -0.2584
C2 -1.81899 -1.14596 -1.12596  -0.0440
N2 -1.25936 -0.19347 -0.44606  0.7785
H1 0.01196 -0.85422 1.13024  -0.0847
H2 0.52229 0.55846 0.24245  -0.5974
H3 0.65543 -1.15113 -0.38891  0.4883
H4 -3.19325 -0.03643 -2.06684  0.2629
H5 -3.21498 -1.74450 -2.34107  0.2813
H6 -1.28686 -2.00711 -1.49772  0.2105
H7 -1.78257 0.39934 0.20324  -0.0202
H8 0.85654 2.26152 0.99446  0.1966
H9 2.09997 2.70550 1.72180  0.2828
O1 1.80181 1.99105 1.11337  -0.5338
H10 1.01747 -4.38498 -2.94015  0.2935
H11 0.31834 -3.93769 -1.68532  0.2747
O2 0.27048 -3.84583 -2.63140  -0.6255
H12 -4.04632 2.68601 1.36128  0.2442
H13 -2.91653 3.46853 0.84776  0.2615
O3 -3.17971 2.57418 0.94270  -0.5878
H14 -0.27336 -2.50265 4.34110  0.2773
H15 0.24320 -1.42150 3.36099  0.3345
O4 -0.39089 -2.18829 3.41618  -0.6374
H16 3.75480 -0.09044 -3.06525  0.2896
H17 3.08921 0.00299 -1.69520  0.3627
O5 2.88674 -0.16918 -2.64103  -0.6874
H18 -0.15185 2.09631 -2.32369  0.4091
H19 -0.83338 3.33969 -2.92306  0.3085
O6 -0.80439 2.82551 -2.11793  -0.7273
H20 1.35547 0.52861 -2.85460  0.4375
H21 -0.06685 -0.05982 -3.18600  0.3513
O7 0.46416 0.76153 -3.16277  -0.7542
H22 1.28146 0.66943 4.04794  0.2988
H23 0.24329 0.17697 5.18076  0.2562
O8 0.51483 0.12261 4.26701  -0.5800
H24 3.35361 -4.10162 0.19746  0.2494
H25 2.17735 -3.71673 1.09138  0.3170
O9 2.42012 -4.01681 0.20460  -0.5461
H26 -0.65724 3.19280 2.63710  0.2904
H27 -0.38288 2.36140 3.86785  0.2777
O10 -1.03246 2.49123 3.18265  -0.6085
H28 -0.85547 -1.44482 -4.80531  0.2720
H29 -0.19892 -2.29856 -3.74814  0.3320
O11 -0.78163 -1.53916 -3.85032  -0.5832
H30 4.43153 1.51375 -0.83536  0.3396
H31 3.20425 1.24458 0.20272  0.3537
O12 4.13021 1.05451 -0.05961  -0.7700
H32 -0.43394 3.43167 -0.57469  0.3887
H33 -1.16975 2.74511 0.48775  0.3021
O13 -0.42675 3.34590 0.43115  -0.7016
H34 -0.42186 -3.95571 1.23868  0.2932
H35 0.40940 -5.09597 0.46551  0.2908
O14 -0.19900 -4.36946 0.38070  -0.6267
H36 -3.27661 1.87949 -0.72598  0.3474
H37 -2.66787 2.37509 -2.06891  0.4334
O15 -3.45793 1.92371 -1.70311  -0.7942
H38 2.31084 1.25239 1.59352  0.5531
H39 3.48438 0.43789 1.21182  0.3884
O16 2.64542 0.34580 1.67718  -0.8731
H40 -1.70630 1.15140 2.24319  0.4155
H41 -2.05598 -0.49035 2.70834  0.2414
O17 -2.11259 0.25696 2.10333  -0.6066

=====

2.
Computed, not measured: 22 unconnected molecules or ions with the total composition C2H42F6NO25S2, with ωB97M-V/def2-TZVPD.

## Properties
energy above the lowest of the compared OMol25 structures with the same formula, charge and spin = 74.2 kJ/mol
lowest unoccupied orbital energy (alpha / beta) = -0.05565 / -0.25518 Eh
frontier orbital gap (alpha / beta) = 8.88 / 3.45 eV
2S+1 = 2
⟨S²⟩ = 0.765
highest occupied orbital energy (alpha / beta) = -10.4 / -10.4 eV

Each line ends with the Mulliken charge.
Positions of all 78 atoms, in Å:
C1 -8.44928 32.67975 3.69110  0.5717
F1 -8.93575 33.49800 2.73929  -0.0486
F2 -8.36576 33.35954 4.85064  -0.1876
F3 -9.28390 31.61187 3.77951  -0.1359
S1 -6.71840 32.07468 3.09869  0.2898
O1 -6.87797 31.81088 1.64152  -0.4462
O2 -5.82450 33.21934 3.42467  -0.6501
N1 -6.45077 30.72072 4.24175  0.2718
S2 -5.87887 29.72597 3.20507  0.3341
O3 -6.92776 29.07206 2.33008  -0.0612
O4 -4.66340 30.12576 2.45733  -0.0841
C2 -5.27900 28.31120 4.38955  0.3028
F4 -4.81344 27.24320 3.71778  -0.1269
F5 -4.34329 28.79904 5.21199  -0.1293
F6 -6.33433 27.84150 5.11868  -0.0713
O5 -9.52991 27.44806 5.55705  -0.7268
H1 -9.35551 28.17242 6.15799  0.3012
H2 -8.93582 26.75300 5.84018  0.2841
O6 -10.99115 35.49973 3.52049  -0.6230
H3 -10.90487 34.64256 3.10330  0.2868
H4 -11.02229 36.11936 2.79157  0.3061
O7 -7.03730 34.09958 -0.96476  -0.6434
H5 -7.12245 34.25124 -0.02349  0.3418
H6 -7.02400 33.14665 -1.05407  0.3380
O8 -2.70836 32.88642 3.95574  -0.6230
H7 -3.01244 32.97558 3.05251  0.3103
H8 -3.48995 33.03536 4.48788  0.3280
O9 -6.23084 26.36589 7.53179  -0.5972
H9 -7.06991 25.93980 7.35677  0.3032
H10 -6.45122 27.28957 7.65209  0.2817
O10 -2.03415 27.21722 4.84651  -0.6179
H11 -1.40249 27.63902 5.42902  0.2636
H12 -2.37912 26.48453 5.35678  0.3320
O11 -2.14260 30.94359 1.24969  -0.6253
H13 -2.77546 31.02700 1.96297  0.2723
H14 -1.59161 30.20305 1.50312  0.3117
O12 -4.18808 29.87836 8.45225  -0.6371
H15 -4.11037 30.39221 7.64842  0.3298
H16 -5.06562 29.49835 8.41026  0.2918
O13 -2.88427 25.39192 2.65443  -0.6606
H17 -2.52926 26.19290 3.03997  0.3221
H18 -2.13307 24.80191 2.59265  0.2743
O14 -10.51933 29.09531 3.63239  -0.6168
H19 -9.90155 28.65075 4.21285  0.2974
H20 -10.35225 30.02733 3.77263  0.4691
O15 -6.78926 35.16131 1.42344  -0.4730
H21 -6.18383 34.78303 2.06107  0.2171
H22 -6.52711 36.07965 1.35905  0.2068
O16 -11.44931 30.83142 5.96111  -0.6053
H23 -11.92670 30.01085 5.83865  0.3289
H24 -11.80279 31.41695 5.29144  0.2964
O17 -9.99435 32.76280 -0.72943  -0.5683
H25 -9.94900 33.42530 -0.04003  0.3546
H26 -10.71564 33.04875 -1.28998  0.2544
O18 -9.60950 35.20426 0.55928  -0.5741
H27 -9.76570 36.09625 0.24916  0.2750
H28 -8.74829 35.24220 0.97536  0.3482
O19 -8.69491 26.12353 3.00177  -0.6442
H29 -8.96249 26.58707 3.79533  0.3653
H30 -8.56403 26.81473 2.35266  0.3819
O20 -8.23907 30.15908 6.37746  -0.5408
H31 -8.92179 30.82151 6.48388  0.2865
H32 -7.62512 30.54540 5.75292  0.3606
O21 -7.38344 36.50109 5.76897  -0.5926
H33 -6.84574 37.28967 5.69642  0.3015
H34 -6.85370 35.81174 5.36847  0.2889
O22 -7.97180 27.37174 0.06779  -0.6266
H35 -8.14386 28.30645 -0.04596  0.3624
H36 -7.25804 27.33485 0.70451  0.1718
O23 -4.57767 26.48064 0.70922  -0.5455
H37 -5.30936 25.88917 0.53307  0.2909
H38 -4.13653 26.09751 1.46740  0.3124
O24 -4.79266 31.58941 6.24724  -0.5748
H39 -5.40758 31.21380 5.61714  0.2926
H40 -5.11200 32.47999 6.39257  0.2924
O25 -4.20487 29.09578 -0.56733  -0.5860
H41 -4.30354 28.14793 -0.47743  0.3588
H42 -3.69439 29.35766 0.19888  0.2805

=====

3.
Computed, not measured: 23 unconnected molecules or ions with the total composition C2H49O23, with ωB97M-V/def2-TZVPD.

## Properties
energy above the lowest of the compared OMol25 structures with the same formula, charge and spin = 0.0 kJ/mol
lowest unoccupied orbital energy = 0.07115 Eh
frontier orbital gap = 9.32 eV
2S+1 = 1
highest occupied orbital energy = -7.4 eV
total charge = -1

Each line ends with the Mulliken charge.
Positions of all 74 atoms, in Å:
C1 -0.47055 0.30808 0.34192  2.0426
C2 0.64809 -0.64363 -0.12631  -2.5883
O1 0.37826 -0.75847 -1.50632  -0.3067
H1 -0.59548 1.12442 -0.40761  0.0492
H2 -0.45023 0.71902 1.35489  -0.3549
H3 -1.32343 -0.27325 0.16405  -0.5875
H4 0.66276 -1.63568 0.29129  1.8597
H5 1.59183 -0.17497 0.12904  0.8039
O2 1.91757 -3.07428 -1.37107  -0.9447
H6 1.44029 -2.25451 -1.23665  -0.0013
H7 2.35119 -3.04986 -2.21744  0.3907
O3 -0.00006 -3.67730 -3.13600  -0.7708
H8 -0.29744 -2.88017 -3.52251  0.4691
H9 0.56337 -3.40079 -2.41880  0.3973
O4 -3.04308 2.72525 1.14535  -0.8101
H10 -2.17794 3.15814 0.95575  0.5897
H11 -2.67975 1.92116 1.60877  0.2506
O5 -0.20792 3.60410 -2.35384  -0.8007
H12 -1.13524 3.42032 -2.46223  0.3163
H13 0.32642 2.83347 -2.14733  0.4190
O6 2.02687 -0.85713 -3.43497  -0.8405
H14 1.42579 -0.81023 -2.66328  0.1885
H15 2.05679 -0.01425 -3.87046  0.2906
O7 1.64152 1.59033 2.48385  -0.6286
H16 1.74585 0.65695 2.54748  0.2556
H17 1.96463 1.96856 3.30780  0.2386
O8 -1.92929 0.06998 -2.67686  -1.0545
H18 -1.16359 -0.14218 -2.11182  0.4743
H19 -1.63824 0.70492 -3.34922  0.2833
O9 3.31441 -2.12898 0.79449  -0.6200
H20 3.01312 -2.30574 -0.08797  0.4207
H21 4.22441 -2.30253 0.89486  0.3062
O10 -1.81886 -1.99696 1.80296  -0.8810
H22 -2.34243 -1.19410 1.88697  0.3740
H23 -1.72087 -2.06903 0.83776  0.5797
O11 -1.13390 2.72323 3.27935  -0.5838
H24 -0.53536 1.94245 3.39547  0.2748
H25 -0.42672 3.32027 3.04066  0.3806
O12 -1.59236 -2.50686 -0.89638  -0.6205
H26 -1.26978 -3.40057 -0.73685  0.3372
H27 -0.93315 -1.86611 -1.09757  0.0499
O13 2.41282 3.06701 0.42486  -0.7353
H28 2.17089 2.44542 1.13391  0.4237
H29 2.10118 3.95098 0.61356  0.2702
O14 -3.08456 0.45578 2.50212  -0.7962
H30 -3.77155 -0.05864 2.93915  0.2607
H31 -2.26671 0.41862 3.03197  0.3028
O15 -4.31479 -1.48572 0.38248  -0.6502
H32 -4.28240 -1.84579 -0.51631  0.2841
H33 -4.12600 -0.57995 0.08803  0.4329
O16 4.25178 -1.07328 -1.91960  -0.7060
H34 3.53381 -0.99356 -2.62078  0.4567
H35 4.02194 -0.45870 -1.22370  0.2961
O17 1.59172 1.70715 -1.85456  -0.8097
H36 2.07662 2.10696 -1.17951  0.5155
H37 1.25119 0.89706 -1.47310  -0.0285
O18 0.84784 -1.78974 2.81803  -0.8403
H38 -0.05302 -1.88253 2.45682  0.4810
H39 1.38259 -1.51585 2.02503  0.1589
O19 -3.70596 0.87726 -0.67290  -0.8590
H40 -2.99344 0.76158 -1.31887  0.3416
H41 -3.32644 1.57123 -0.13711  0.4733
O20 -0.71409 0.06306 3.93877  -0.5834
H42 -0.49352 0.15692 4.85745  0.2435
H43 -0.08325 -0.57829 3.65589  0.4126
O21 -0.57672 3.86763 0.30376  -0.6968
H44 0.04653 3.17866 0.35036  0.1354
H45 -0.49796 3.96936 -0.63846  0.5056
O22 -1.03000 -1.50169 -4.58396  -0.8138
H46 -1.81474 -2.03775 -4.68535  0.2880
H47 -1.16538 -0.99955 -3.72201  0.5311
O23 3.51840 -0.33585 3.01320  -0.6472
H48 3.61648 -0.67922 2.11647  0.3719
H49 3.06924 -1.05166 3.46314  0.3320

=====

4.
Computed, not measured: a molecular structure, C2H4AgF3O4S, with ωB97M-V/def2-TZVPD.

## Properties
lowest unoccupied orbital energy (alpha / beta) = -0.16969 / -0.28461 Eh
frontier orbital gap (alpha / beta) = 11.48 / 8.30 eV
2S+1 = 2
⟨S²⟩ = 0.756
highest occupied orbital energy (alpha / beta) = -16.1 / -16.0 eV
total charge = +1

Each line ends with the Mulliken charge.
Positions of all 15 atoms, in Å:
Ag1 1.92171 1.88017 -1.05945  1.0597
O1 2.30873 3.34804 0.00734  -0.6267
S1 -0.84392 0.02925 -0.65141  1.0791
O2 0.55489 0.43480 -0.89754  -0.4949
O3 -1.93327 0.78978 -1.19543  -0.5204
C1 -0.91049 -1.70076 -1.37255  0.6729
F1 0.03345 -2.42971 -0.82285  -0.1956
F2 -2.09357 -2.20436 -1.11898  -0.1754
F3 -0.71521 -1.60155 -2.66640  -0.1788
H1 2.00001 3.57794 0.89839  0.3495
O4 -1.08671 -0.19118 0.89740  -0.2590
C2 0.01147 -0.44131 1.82398  -0.5166
H2 0.64029 -1.26218 1.46710  0.3347
H3 0.59802 0.47621 1.93109  0.2284
H4 -0.48541 -0.70513 2.75929  0.2431

=====

5.
Computed, not measured: C2H4Br2 in the gas phase, with ωB97M-V/def2-TZVPD.

## Properties
energy above the lowest of the compared OMol25 structures with the same formula, charge and spin = 40.5 kJ/mol
lowest unoccupied orbital energy = 0.02372 Eh
frontier orbital gap = 10.74 eV
2S+1 = 1
SMILES string = BrCCBr
highest occupied orbital energy = -10.1 eV

Each line ends with the Mulliken charge.
Positions of all 8 atoms, in Å:
Br1 -15.84420 -21.24367 0.57381  -0.1226
C1 -14.13917 -20.93140 -0.34632  -0.5404
C2 -13.63110 -19.46194 -0.16481  -0.6150
Br2 -13.20015 -19.10013 1.73302  -0.1128
H1 -14.26204 -21.17132 -1.40246  0.3525
H2 -13.48210 -21.69487 0.07016  0.3403
H3 -14.10264 -18.62619 -0.68177  0.3856
H4 -12.61798 -19.33749 -0.54716  0.3123

=====

6.
Computed, not measured: a molecular structure, C2H4Br2N2O, with ωB97M-V/def2-TZVPD.

## Properties
energy above the lowest of the compared OMol25 structures with the same formula, charge and spin = 332.7 kJ/mol
lowest unoccupied orbital energy (alpha / beta) = 0.00883 / 0.00887 Eh
frontier orbital gap (alpha / beta) = 8.17 / 8.17 eV
2S+1 = 1
highest occupied orbital energy (alpha / beta) = -7.9 / -7.9 eV

Each line ends with the Mulliken charge.
Positions of all 11 atoms, in Å:
C1 -0.28538 0.53247 0.52233  0.5754
C2 1.17286 -1.23868 1.30838  -0.5433
N1 -1.29649 1.03021 -1.65784  -0.7559
N2 -0.53752 0.33175 -0.74387  0.2473
O1 -0.40102 1.23397 1.48076  -0.4239
Br1 2.85814 -0.24581 1.26415  -0.0883
Br2 1.06249 -2.41525 -0.18938  -0.1504
H1 0.86479 -1.58990 2.20536  0.4490
H2 -1.21274 2.12562 -1.54070  0.2946
H3 -2.29159 0.72751 -1.56916  0.2581
H4 0.06647 -0.49188 -1.08004  0.1374

=====

Number 1: strongest force on any atom 14.1 eV/A. Number 2: strongest force on any atom 5.9 eV/A. Number 3: strongest force on any atom 2.9 eV/A. Number 4: strongest force on any atom 2.7 eV/A. Number 5: strongest force on any atom 1.7 eV/A. Number 6: strongest force on any atom 6.4 eV/A.